The following is a quantum chemistry calculation of 2 unconnected molecules or ions with the total composition C16H17Br4N4O4S, from OMol25.

Each atom is followed by the atoms it is bonded to, with distances in Å.
Atoms and positions in Å:
1 O -0.10 -3.97 3.26  C11 1.222
2 O 5.53 -1.75 1.65  C12 1.251
3 O 0.12 0.48 2.17  C13 1.227
4 O 5.55 0.48 1.68  C12 1.252
5 Br 0.22 0.95 -1.10  C15 1.916
6 Br -0.96 3.96 -1.88  C16 1.916
7 Br -0.90 -1.75 -2.74  C17 1.916
8 Br -3.21 4.27 -4.36  C18 1.915
9 N -3.05 -0.81 -5.04  C14 1.309, C19 1.393
10 S -4.83 -0.96 -7.08  C14 1.764, C24 1.837
11 C 0.59 -3.10 3.78  O1 1.222, N23 1.330, C25 1.515
12 C 4.96 -0.63 1.70  O2 1.251, O4 1.252, C27 1.532
13 C 0.94 0.52 3.08  O3 1.227, N22 1.337, C29 1.547
14 C -3.86 -0.16 -5.84  N9 1.309, S10 1.764, N21 1.383
15 C -1.08 1.14 -2.50  Br5 1.916, C16 1.409, C17 1.407
16 C -1.57 2.41 -2.83  Br6 1.916, C15 1.409, C18 1.404
17 C -1.54 0.00 -3.19  Br7 1.916, C15 1.407, C19 1.399
18 C -2.51 2.55 -3.87  Br8 1.915, C16 1.404, C20 1.394
19 C -2.47 0.15 -4.22  N9 1.393, C17 1.399, C20 1.385
20 C -2.94 1.41 -4.54  C18 1.394, C19 1.385, N21 1.373
21 N -3.83 1.20 -5.57  C14 1.383, C20 1.373, H30 1.014
22 N 1.25 1.72 3.60  C13 1.337, C26 1.462, H31 1.008
23 N 0.83 -1.96 3.15  C11 1.330, C29 1.473, H32 1.011
24 C -5.22 0.43 -8.21  S10 1.837, H33 1.094, H34 1.094, H35 1.094
25 C 1.14 -3.33 5.17  C11 1.515, H36 1.087, H37 1.088, H38 1.088
26 C 2.21 2.03 4.66  N22 1.462, H39 1.093, H40 1.091, H41 1.090
27 C 3.44 -0.61 1.86  C12 1.532, C28 1.535, H42 1.092, H43 1.093
28 C 3.07 -0.91 3.32  C27 1.535, C29 1.543, H44 1.089, H45 1.091
29 C 1.56 -0.78 3.64  C13 1.547, N23 1.473, C28 1.543, H46 1.087
30 H -4.38 1.91 -6.03  N21 1.014
31 H 0.82 2.49 3.12  N22 1.008
32 H 0.41 -1.86 2.23  N23 1.011
33 H -4.30 0.92 -8.55  C24 1.094
34 H -5.85 1.17 -7.71  C24 1.094
35 H -5.75 0.05 -9.09  C24 1.094
36 H 0.69 -2.61 5.86  C25 1.087
37 H 0.89 -4.34 5.48  C25 1.088
38 H 2.22 -3.21 5.15  C25 1.088
39 H 3.23 2.01 4.25  C26 1.093
40 H 2.02 3.03 5.05  C26 1.091
41 H 2.13 1.31 5.48  C26 1.090
42 H 3.06 0.37 1.57  C27 1.092
43 H 2.98 -1.35 1.20  C27 1.093
44 H 3.62 -0.23 3.96  C28 1.089
45 H 3.40 -1.92 3.57  C28 1.091
46 H 1.47 -0.73 4.72  C29 1.087

Output
* HOMO-LUMO gap: 5.4649 eV
* net charge: -1
* multiplicity: 1
* E_HOMO: -4.14 eV

Löwdin population analysis, charges in e, atoms 1 to 4:
1. O 0.02
2. O -0.08
3. O -0.01
4. O -0.09